Here is an isolated molecule of C4H11NO2 from the Open Molecules 2025 dataset. Energies are from ωB97M-V/def2-TZVPD.

As for the spin multiplicity: 1. The frontier orbital gap is 9.411 eV. As for the SMILES: C[C@H](N)[C@H](C)OO. The calculation puts the relative energy (zero: lowest compared OMol25 entry of this formula, charge and spin) at 111.03 kcal per mole. The LUMO energy comes out at 0.94 eV. As for the total charge: 0.

Last column: Mulliken charge in e.
Geometry (Å):
C -0.768 1.439 -0.541  -1.249
C -0.884 0.307 0.458  0.309
N -0.335 0.660 1.820  -0.637
C 0.077 -0.848 0.341  0.350
C 1.568 -0.662 0.134  -1.419
O -0.548 -1.607 -1.008  -0.365
O 0.040 -0.964 -2.188  -0.388
H -1.357 2.302 -0.214  0.382
H -1.126 1.086 -1.513  0.315
H 0.261 1.777 -0.683  0.231
H -1.915 -0.034 0.556  0.307
H -0.610 0.049 2.582  0.241
H 0.531 1.189 1.825  0.226
H -0.121 -1.650 1.055  0.324
H 1.825 0.280 -0.358  0.240
H 1.935 -1.445 -0.537  0.415
H 2.108 -0.722 1.082  0.400
H -0.678 -1.158 -2.812  0.320

=====

Here is a structure of composition C37H51BrNP2RuSi from the Open Molecules 2025 dataset. Energies are from ωB97M-V/def2-TZVPD.

As for the spin multiplicity: 5. The frontier orbital gap (spin up / spin down) is 4.621 / 1.806 eV. The LUMO energy (spin up / spin down) comes out at -10.55 / -13.34 eV. As for the total charge: +3.

Last column: Mulliken charge in e.
Geometry (Å):
Ru 1.448 -0.964 -0.642  -0.547
C 4.224 1.799 -1.426  -1.133
N 3.441 1.046 -0.390  0.049
P 3.943 -0.811 -0.642  0.826
C 5.770 -0.700 -0.481  0.263
C 6.546 -1.334 -1.467  -0.205
C 7.943 -1.281 -1.432  -0.594
C 8.587 -0.596 -0.406  -0.497
C 7.836 0.038 0.580  -0.707
C 6.439 -0.010 0.540  0.401
C 3.522 -1.557 0.970  1.067
C 3.588 -0.900 2.202  -0.602
C 3.305 -1.569 3.397  -0.774
C 2.962 -2.917 3.382  -0.579
C 2.898 -3.596 2.169  -0.884
C 3.173 -2.920 0.977  -0.630
P 1.601 1.540 -0.642  1.073
C 1.678 3.363 -0.816  0.543
C 2.349 4.235 0.052  0.105
C 2.349 5.617 -0.168  -0.743
C 1.680 6.152 -1.265  -0.546
C 1.011 5.306 -2.143  -0.708
C 1.009 3.926 -1.919  -0.623
C 0.938 1.371 1.050  2.000
C 1.609 1.744 2.220  -1.405
C 0.997 1.639 3.473  -1.078
C -0.305 1.158 3.578  -0.963
C -0.992 0.777 2.431  0.502
C -0.376 0.884 1.180  0.026
H 5.300 1.628 -1.349  0.339
H 4.145 2.880 -1.297  0.322
H 3.912 1.545 -2.447  0.455
H 6.069 -1.874 -2.283  0.462
H 8.524 -1.773 -2.207  0.490
H 9.672 -0.555 -0.376  0.471
H 8.335 0.577 1.382  0.477
H 5.884 0.517 1.309  0.432
H 3.871 0.145 2.250  0.052
H 3.357 -1.031 4.341  0.480
H 2.750 -3.437 4.312  0.468
H 2.642 -4.651 2.149  0.491
H 3.127 -3.481 0.045  0.730
H 2.906 3.855 0.901  0.353
H 2.878 6.273 0.519  0.453
H 1.682 7.225 -1.436  0.429
H 0.488 5.716 -3.003  0.454
H 0.476 3.290 -2.624  0.406
H 2.628 2.114 2.174  0.486
H 1.540 1.934 4.367  0.481
H -0.782 1.079 4.551  0.532
H -2.009 0.402 2.503  -0.338
H -0.943 0.587 0.299  -1.286
C -3.772 -3.034 1.474  -1.744
C -3.981 -2.880 -0.050  1.893
C -3.122 -3.970 -0.738  -1.629
C -5.467 -3.140 -0.374  -1.586
Si -3.408 -1.004 -0.669  -0.339
Br -1.167 -0.964 -0.642  0.529
C -4.046 0.462 0.626  2.472
C -3.835 1.862 0.004  -1.831
C -5.542 0.290 0.962  -1.788
C -3.230 0.422 1.942  -1.001
C -3.986 -0.624 -2.607  2.026
C -5.486 -0.267 -2.677  -1.667
C -3.728 -1.858 -3.501  -1.841
C -3.166 0.548 -3.203  -1.624
H -3.973 -4.064 1.792  0.578
H -4.449 -2.395 2.045  0.286
H -2.743 -2.798 1.769  0.301
H -3.442 -4.970 -0.423  0.517
H -2.062 -3.878 -0.478  0.312
H -3.200 -3.942 -1.827  0.290
H -5.787 -4.109 0.027  0.523
H -5.651 -3.167 -1.451  0.303
H -6.123 -2.378 0.057  0.297
H -4.486 2.028 -0.857  0.444
H -2.797 2.014 -0.312  0.227
H -4.072 2.649 0.730  0.508
H -6.167 0.273 0.066  0.368
H -5.895 1.117 1.590  0.504
H -5.731 -0.631 1.518  0.327
H -2.166 0.617 1.769  -0.424
H -3.312 -0.536 2.459  0.293
H -3.585 1.191 2.639  0.472
H -6.116 -1.044 -2.235  0.303
H -5.806 -0.142 -3.718  0.525
H -5.706 0.673 -2.163  0.315
H -4.377 -2.696 -3.236  0.303
H -2.687 -2.194 -3.439  0.347
H -3.933 -1.626 -4.553  0.550
H -3.280 1.472 -2.635  0.311
H -3.491 0.763 -4.228  0.552
H -2.097 0.315 -3.251  0.312
H 1.448 -2.791 -0.642  0.203

=====

Here is a structure of composition C5H10O from the Open Molecules 2025 dataset. Energies are from ωB97M-V/def2-TZVPD.

As for the spin multiplicity: 1. The frontier orbital gap is 9.130 eV. The calculation puts the relative energy (zero: lowest compared OMol25 entry of this formula, charge and spin) at 100.70 kcal per mole. The LUMO energy comes out at 1.14 eV. As for the total charge: 0.

Last column: Mulliken charge in e.
Geometry (Å):
C -0.460 1.784 -0.995  -1.180
C -1.306 0.600 -0.581  -0.152
C 0.646 -0.333 1.033  -0.101
C 1.901 -1.028 0.594  -0.884
C -0.524 -1.229 0.872  -0.419
O -0.465 -0.556 -0.411  -0.152
H 0.113 1.551 -1.896  0.286
H 0.234 2.028 -0.189  0.332
H -1.095 2.649 -1.201  0.379
H -2.042 0.332 -1.349  0.305
H -1.833 0.803 0.356  0.270
H 2.579 -0.362 0.052  0.250
H 2.405 -1.274 1.542  0.338
H 1.780 -1.968 0.027  0.279
H -1.446 -1.003 1.417  0.260
H -0.407 -2.308 0.701  0.191

=====

Here is a cluster of 2 separate species, C9H14O in total from the Open Molecules 2025 dataset. Energies are from ωB97M-V/def2-TZVPD.

As for the spin multiplicity: 1. The frontier orbital gap is 9.739 eV. As for the SMILES: Cc1ccc(O)cc1.CC. The calculation puts the relative energy (zero: lowest compared OMol25 entry of this formula, charge and spin) at 42.43 kcal per mole. The LUMO energy comes out at 0.83 eV. As for the total charge: 0.

Last column: Mulliken charge in e.
Geometry (Å):
C 1.149 0.488 1.938  -1.590
C 1.299 -0.094 0.514  0.690
C 0.515 -1.092 -0.006  -0.290
C 0.739 -1.346 -1.379  -0.412
C 1.761 -0.766 -2.075  0.335
O 1.920 -1.212 -3.395  -0.548
C 2.727 0.069 -1.480  -0.634
C 2.340 0.499 -0.208  -0.404
H 0.195 0.583 2.510  0.311
H 1.375 1.544 2.005  0.415
H 1.810 -0.003 2.700  0.352
H -0.147 -1.721 0.655  0.442
H 0.052 -2.119 -1.795  0.310
H 2.590 -1.901 -3.341  0.337
H 3.471 0.557 -2.146  0.341
H 2.830 1.297 0.340  0.342
C -2.325 0.514 0.578  -0.622
C -3.791 0.779 0.944  -1.051
H -1.618 1.340 0.411  0.370
H -1.860 -0.285 1.166  0.110
H -2.432 0.272 -0.452  0.299
H -4.308 -0.014 0.324  0.253
H -4.232 1.006 1.911  0.337
H -4.061 1.606 0.283  0.307

=====

Number 1: molecular weight 105.1 u. Number 2: molecular weight 780.8 u. Number 3: molecular weight 86.1 u. Number 4: molecular weight 138.2 u.